{"formula": "C51H62GeN6PSb2SeTi", "method": "the ωB97M-V functional and the def2-TZVPD basis", "elements": ["Ti", "C", "N", "C", "C", "N", "C", "P", "C", "N", "C", "C", "N", "C", "C", "N", "C", "C", "N", "C", "H", "H", "H", "H", "H", "H", "H", "H", "H", "H", "H", "H", "H", "H", "H", "C", "C", "C", "Sb", "C", "C", "C", "C", "C", "C", "C", "C", "C", "C", "C", "C", "Sb", "C", "C", "C", "C", "C", "C", "C", "C", "C", "C", "C", "C", "H", "H", "H", "H", "H", "H", "H", "H", "H", "H", "H", "H", "H", "H", "H", "H", "H", "H", "H", "H", "H", "H", "H", "H", "H", "H", "C", "Ge", "C", "C", "C", "Se", "C", "H", "H", "H", "H", "H", "H", "H", "H", "H", "H", "H", "H", "H", "H", "C", "C", "C", "C", "C", "C", "C", "H", "H", "H", "H", "H", "H", "H"], "positions_angstrom": [[-0.241294, -0.877427, 0.325805], [-5.505601, -0.147045, -1.504664], [-4.072660, -0.050711, -1.564611], [-3.382166, 0.965166, -2.133843], [-2.064399, 0.752148, -1.842721], [-1.938990, -0.374397, -1.087553], [-3.179190, -0.855622, -0.949687], [-3.614856, -2.502363, -0.277940], [-2.028004, -3.311663, -0.714989], [-0.807439, -2.995283, -0.259321], [0.005624, -4.016820, -0.658443], [-0.724452, -4.932618, -1.365354], [-1.999255, -4.483017, -1.388483], [-3.100796, -5.133381, -2.050278], [-3.151588, -2.114406, 1.451500], [-2.059939, -1.441921, 1.836378], [-2.187611, -1.296852, 3.185900], [-3.338160, -1.894562, 3.609219], [-3.941127, -2.399640, 2.508702], [-5.202887, -3.087944, 2.510469], [-5.941554, 0.522015, -2.243144], [-5.855945, 0.157086, -0.516215], [-5.835960, -1.165366, -1.704522], [-3.850937, 1.747970, -2.694180], [-1.212980, 1.311077, -2.180009], [1.046918, -4.083719, -0.402046], [-0.426316, -5.853193, -1.826746], [-2.744588, -6.043810, -2.530209], [-3.531889, -4.482879, -2.813169], [-3.879406, -5.399951, -1.334775], [-1.460518, -0.798324, 3.796286], [-3.739643, -2.000999, 4.594710], [-5.463046, -3.349357, 3.534588], [-5.148557, -4.002311, 1.921144], [-5.993994, -2.450032, 2.112862], [-1.011118, 3.017489, 0.252436], [-1.325697, 2.926500, 1.737589], [-1.445679, 1.484972, 2.225046], [0.618527, 0.843043, 2.788418], [0.878283, -0.915363, 4.070697], [0.582698, -2.233421, 3.747131], [1.046486, -3.265068, 4.547997], [1.856982, -2.997031, 5.638506], [2.188221, -1.685503, 5.938190], [1.701186, -0.653379, 5.158059], [0.364982, 2.179031, 4.488502], [0.980151, 3.414440, 4.556844], [0.699338, 4.259868, 5.620855], [-0.189253, 3.865799, 6.604817], [-0.782930, 2.616335, 6.545865], [-0.512165, 1.769889, 5.485228], [0.727223, 1.811664, -0.300480], [0.976631, 2.456104, -2.368634], [0.011690, 3.128900, -3.106275], [0.275098, 3.519196, -4.410915], [1.498961, 3.233198, -4.991020], [2.476075, 2.589787, -4.250773], [2.215776, 2.210692, -2.944809], [2.103530, 3.307733, 0.445200], [3.048987, 3.125262, 1.437125], [3.917532, 4.159200, 1.757905], [3.825131, 5.373711, 1.098953], [2.854537, 5.563601, 0.128986], [2.000695, 4.528680, -0.204762], [-0.783604, 4.052578, -0.014277], [-1.880140, 2.687028, -0.325052], [-2.268508, 3.455466, 1.916693], [-0.565981, 3.459401, 2.322613], [-1.858649, 0.864995, 1.407989], [-2.107102, 1.431657, 3.093273], [-0.030029, -2.480436, 2.877922], [0.781505, -4.283376, 4.306769], [2.247774, -3.803405, 6.236859], [2.834453, -1.458465, 6.770448], [1.962962, 0.371568, 5.389753], [1.686242, 3.724925, 3.797416], [1.177758, 5.224391, 5.678730], [-0.416282, 4.526397, 7.425650], [-1.454415, 2.298509, 7.329160], [-0.959874, 0.782096, 5.461595], [-0.943705, 3.393849, -2.667415], [-0.472650, 4.063402, -4.966249], [1.700086, 3.529489, -6.007554], [3.445680, 2.398985, -4.684679], [2.996689, 1.759646, -2.347081], [3.141468, 2.182156, 1.967608], [4.671370, 4.008338, 2.516092], [4.513737, 6.170102, 1.330325], [2.762803, 6.511280, -0.379665], [1.261659, 4.670043, -0.982893], [-0.643592, -3.630617, -4.956312], [-0.518568, -1.859665, -5.848166], [-2.266546, -1.388038, -6.647300], [0.991405, -1.643727, -7.100167], [-0.283948, -0.553644, -4.267855], [0.489598, -1.348676, -2.664775], [2.303687, -1.513287, -3.380739], [-0.897823, -4.395713, -5.680773], [-1.423601, -3.601658, -4.198437], [0.293817, -3.906877, -4.481835], [-2.547708, -2.133838, -7.384088], [-2.217327, -0.432055, -7.157623], [-3.052014, -1.343821, -5.899241], [0.836741, -2.289873, -7.959637], [1.944447, -1.905374, -6.651931], [1.041181, -0.619479, -7.460062], [-1.280791, -0.212550, -3.992834], [0.311607, 0.323261, -4.519788], [2.242647, -2.156272, -4.255897], [2.945834, -1.978645, -2.635494], [2.686917, -0.535961, -3.668868], [1.725296, -1.629906, 0.538663], [2.918416, -0.808077, 0.868712], [3.533647, -0.872204, 2.123565], [4.690863, -0.156856, 2.384626], [5.262496, 0.640597, 1.407365], [4.678083, 0.705670, 0.150989], [3.521392, -0.008657, -0.112702], [1.633382, -2.436836, 1.289535], [1.918324, -2.089947, -0.446244], [3.148183, -1.545318, 2.877031], [5.150625, -0.233199, 3.355201], [6.165507, 1.191510, 1.614175], [5.139062, 1.310667, -0.616457], [3.106842, -0.026734, -1.118009]], "atomic_forces_ev_per_a": [[-0.359, -0.392, 0.021], [-0.915, -0.096, 0.112], [0.780, -0.300, 0.205], [0.657, 0.336, -0.111], [-0.274, 0.283, -0.301], [-0.065, -0.054, 0.380], [-0.241, -0.438, 0.038], [0.700, 0.346, 0.276], [-0.505, 0.117, 0.186], [-0.070, 0.305, -0.094], [0.115, -0.434, -0.127], [0.664, 0.064, 0.292], [0.386, 0.676, 0.382], [-0.782, -0.365, -0.345], [-0.160, -0.133, -0.522], [0.315, -0.076, -0.482], [-0.267, -0.002, 0.494], [0.510, 0.373, 0.206], [0.705, 0.253, -0.365], [-0.913, -0.402, -0.112], [0.039, -0.080, -0.013], [-0.007, -0.022, -0.092], [0.026, 0.039, -0.037], [-0.169, 0.139, -0.105], [-0.015, 0.021, -0.054], [0.064, 0.124, -0.049], [0.020, -0.146, -0.085], [0.015, 0.109, 0.065], [0.087, -0.055, 0.040], [0.073, -0.014, -0.026], [-0.076, -0.053, -0.016], [-0.167, -0.026, 0.215], [0.075, -0.002, -0.073], [0.018, 0.043, 0.050], [0.062, -0.037, 0.012], [-0.054, -0.105, -0.090], [0.445, -0.003, 0.007], [-0.286, -0.346, -0.107], [-0.842, -0.238, 1.263], [-0.071, 0.456, -0.512], [-0.159, -0.075, -0.200], [-0.038, -0.122, -0.184], [0.068, 0.103, 0.016], [0.087, -0.111, 0.053], [-0.076, 0.343, -0.056], [0.416, 0.087, -0.346], [0.268, 0.023, -0.259], [-0.059, 0.034, 0.056], [0.057, 0.091, 0.019], [-0.053, -0.029, -0.022], [-0.034, -0.431, -0.185], [-0.249, 1.576, -0.699], [-0.059, -0.444, 0.431], [-0.211, 0.046, 0.228], [-0.025, 0.039, -0.035], [-0.029, 0.011, -0.026], [0.093, -0.040, 0.005], [0.099, -0.117, 0.205], [-0.134, -0.691, -0.006], [0.001, -0.234, 0.227], [-0.031, 0.019, 0.038], [0.054, -0.005, 0.020], [-0.035, 0.077, -0.027], [-0.211, -0.045, -0.171], [0.092, -0.159, -0.153], [0.196, 0.083, 0.044], [0.064, -0.103, 0.084], [-0.111, 0.084, -0.092], [-0.163, 0.247, 0.327], [0.121, -0.297, -0.123], [0.173, -0.024, 0.301], [0.016, -0.123, -0.016], [-0.007, -0.117, 0.109], [0.065, -0.014, 0.145], [0.080, -0.044, 0.150], [0.001, 0.058, -0.039], [0.062, 0.112, -0.016], [0.011, 0.087, 0.112], [-0.068, -0.048, 0.037], [-0.035, 0.046, 0.019], [-0.046, -0.002, 0.016], [-0.095, 0.047, -0.070], [0.021, 0.068, -0.127], [0.110, -0.017, -0.037], [0.139, -0.080, -0.079], [0.019, 0.031, -0.125], [0.062, -0.010, 0.078], [0.070, 0.104, 0.076], [0.033, 0.080, -0.032], [0.051, 0.114, -0.068], [0.115, 0.438, -0.407], [-0.053, 0.153, 0.482], [0.569, -0.113, 0.127], [-0.481, -0.130, 0.307], [-0.049, -0.111, -0.288], [0.152, -0.300, -0.179], [-0.093, 0.125, 0.183], [-0.045, -0.142, -0.160], [-0.095, 0.066, 0.104], [0.104, -0.027, 0.066], [0.000, -0.147, -0.095], [0.040, 0.173, -0.035], [-0.063, -0.009, 0.178], [-0.025, -0.086, -0.091], [0.095, -0.032, 0.100], [-0.030, 0.110, 0.023], [-0.025, -0.033, -0.011], [0.022, 0.072, -0.042], [-0.046, -0.034, 0.040], [-0.009, 0.030, -0.003], [-0.038, -0.006, 0.066], [0.021, -0.390, -0.447], [0.564, 0.533, 0.029], [-0.148, -0.252, -0.235], [-0.042, 0.076, -0.028], [-0.029, -0.029, -0.086], [0.070, -0.034, 0.013], [-0.135, -0.290, 0.002], [-0.355, 0.185, -0.236], [-0.265, -0.027, 0.325], [-0.074, 0.016, 0.061], [0.120, -0.050, 0.174], [0.125, 0.063, 0.019], [-0.003, 0.018, -0.105], [-0.014, 0.090, 0.021]], "lumo_ev": [-9.3720, -9.3710], "de_lowest_kcal_mol": 42.5, "charge": 3, "orbital_gap_ha": [0.20865, 0.20869], "e_tot_ha": -8457.8628, "e_homo_ev": [-15.05, -15.05]}